DFT (ωB97M-V/def2-TZVPD) results for a molecular structure, C29H73F3N6O11Zr in a non-equilibrium geometry.

Each line ends with the Mulliken charge.
Positions of all 123 atoms, in Å:
Zr 2.4846 2.1453 1.9950  1.39
C 4.8169 -0.5057 1.6361  -0.14
O 4.0998 -0.7881 0.4225  -0.04
O 4.1892 0.6844 2.0830  -0.59
C 5.0832 -1.8510 2.5161  0.65
F 6.3950 -2.1712 2.5984  -0.29
F 4.7536 -1.6599 3.7883  -0.23
F 4.3869 -2.9161 2.1962  -0.22
C 4.7028 -1.4407 -0.6893  -0.75
C 3.7972 -1.2577 -1.9268  -0.33
H 4.0553 -2.0013 -2.6809  0.47
H 2.7565 -1.4603 -1.6735  -0.06
H 3.8986 -0.2443 -2.3150  -0.14
H 4.8210 -2.5013 -0.4673  0.38
H 5.6935 -1.0227 -0.8678  0.45
H 5.8314 -0.2873 1.3027  0.38
O 0.1676 -0.6289 -0.0176  -0.02
C 0.9235 0.3099 0.6194  2.25
O 1.6569 1.1215 0.1153  -0.66
O 1.0893 0.3849 1.8212  -1.28
H 0.1793 -0.4939 -0.9680  0.02
C 2.9572 5.4231 -0.1624  -1.55
C 2.8891 4.0029 -0.6671  0.74
C 3.5893 4.0274 -2.0664  -1.38
O 3.7801 2.7035 -2.5223  -0.19
C 4.5448 2.6677 -3.7984  -0.92
N 3.5447 3.0407 0.1849  -0.09
H 2.4615 5.5187 0.8036  0.36
H 2.5542 6.1282 -0.8894  0.42
H 3.9971 5.7412 -0.0872  0.43
H 1.8249 3.7756 -0.7288  0.02
H 4.5847 4.4686 -2.1169  0.66
H 2.9719 4.5904 -2.7663  0.57
H 4.8937 1.6501 -3.9734  0.27
H 5.3219 3.4291 -3.8649  0.34
H 3.7704 3.0151 -4.4824  0.38
H 3.7515 2.3878 -0.5575  -0.10
H 4.4747 3.4340 0.2071  0.47
C -2.3451 -3.0935 -1.2965  -0.98
C -3.6154 -3.3498 -2.0772  0.53
C -4.8503 -3.4144 -1.1053  -0.51
O -4.8426 -4.6782 -0.2916  -0.42
C -5.1425 -5.9038 -0.9872  -0.71
N -3.5715 -2.3511 -3.0816  -0.73
H -2.0213 -3.9383 -0.6886  0.56
H -2.2954 -2.2218 -0.6441  -0.10
H -1.4952 -3.0590 -1.9781  0.30
H -3.5868 -4.2700 -2.6608  0.26
H -5.7714 -3.3610 -1.6857  0.48
H -4.8393 -2.5567 -0.4327  0.01
H -4.2069 -6.3789 -1.2820  0.24
H -5.7359 -5.5868 -1.8448  0.36
H -5.6277 -6.6207 -0.3248  0.25
H -3.2189 -1.4741 -2.7256  0.10
H -4.5329 -2.1212 -3.2891  0.31
C 3.6661 1.0256 5.4998  -1.58
C 2.3871 0.6177 4.7281  0.96
C 1.2504 0.1519 5.6285  -1.03
O -0.0257 0.3596 5.0437  -0.51
C -0.9846 -0.3787 5.6826  -0.53
N 1.8868 1.7958 4.0956  -0.27
H 3.6115 1.6360 6.4013  0.41
H 4.3326 1.4887 4.7722  0.39
H 4.1931 0.1106 5.7701  0.44
H 2.5703 -0.2169 4.0514  -0.31
H 1.2241 0.8708 6.4473  0.63
H 1.5153 -0.8728 5.8890  0.50
H -1.2105 0.0074 6.6765  0.33
H -0.6729 -1.4217 5.7400  0.26
H -1.8587 -0.3465 5.0321  0.07
H 1.9776 2.4955 4.8182  0.42
H 0.9142 1.6312 4.3127  0.27
C -2.8467 1.5140 -0.2784  -0.44
C -3.8656 1.1028 -1.3215  0.69
C -4.7167 2.2393 -1.8529  -0.75
O -5.7279 1.8259 -2.7893  -0.31
C -6.4805 2.8162 -3.5376  -0.74
N -3.1077 0.5325 -2.4154  -0.18
H -2.0796 2.0216 -0.8631  -0.16
H -2.3813 0.7070 0.2876  -0.46
H -3.2996 2.2386 0.3983  0.63
H -4.5571 0.3478 -0.9473  0.31
H -4.0421 2.9610 -2.3135  -0.05
H -5.2516 2.7545 -1.0551  0.48
H -5.8432 3.6510 -3.8292  0.29
H -7.3010 3.2065 -2.9355  0.30
H -6.9722 2.3926 -4.4134  0.26
H -2.4256 1.2254 -2.6886  -0.10
H -3.7776 0.5248 -3.1713  0.31
C 1.0182 -3.2926 3.5659  -0.68
C -0.4854 -3.5798 3.4765  0.05
C -1.2376 -2.5963 2.5628  0.44
O -2.6437 -2.7805 2.6917  -0.47
C -3.3718 -1.6273 2.2966  -0.24
N -0.5282 -4.9913 3.0384  -0.77
H 1.6069 -4.0898 4.0197  0.50
H 1.1124 -2.4069 4.1942  -0.34
H 1.4294 -3.2131 2.5596  0.28
H -0.9497 -3.3330 4.4313  0.34
H -0.9384 -2.5600 1.5154  0.03
H -0.9071 -1.6036 2.8685  -0.08
H -3.2625 -0.9165 3.1156  0.15
H -4.4154 -1.8443 2.0684  0.37
H -2.9443 -1.2507 1.3674  -0.21
H 0.0398 -5.0667 2.2067  0.27
H -1.4295 -5.1840 2.6253  0.34
C 0.6498 0.2368 -4.9420  -1.74
C 0.6724 0.5287 -3.4215  0.64
C 0.2884 1.9970 -3.0286  0.15
O -1.0796 2.2990 -3.4645  -0.64
C -1.4486 3.6721 -3.2537  -0.88
N -0.1174 -0.4725 -2.7882  -0.07
H -0.3284 0.2572 -5.4223  0.35
H 0.9553 -0.7826 -5.1776  0.50
H 1.3462 0.9103 -5.4416  0.42
H 1.6885 0.3739 -3.0587  -0.60
H 0.9671 2.7433 -3.4417  0.74
H 0.1683 2.0952 -1.9497  -0.24
H -2.5222 3.7420 -3.4282  0.25
H -0.8730 4.2703 -3.9601  0.36
H -1.3870 4.0348 -2.2276  0.31
H -0.0615 -1.3573 -3.2720  0.29
H -1.1065 -0.2681 -2.7935  0.03

The calculation puts the HOMO-LUMO gap at 3.142 eV. As for the net charge: +2. The calculation puts the LUMO energy at -0.32050 Ha. Its HOMO energy is -11.86 eV. As for the total energy: -2650.85341 Ha.